[1]
Below is C21H31ClCrN2O5S as an isolated structure in a non-equilibrium geometry, with properties calculated with ωB97M-V/def2-TZVPD.

Structure (ORCA input):
```
! RIJCOSX wB97M-V def2-TZVPD def2/J DEFGRID3
* xyz -1 4
Cr -0.662 -0.011 0.467
Cl -2.250 0.116 2.012
N -0.112 2.031 0.183
N -0.242 -2.061 0.335
C -0.941 2.801 -0.492
C -0.840 -2.860 -0.512
C 1.058 2.894 0.516
C 0.461 4.294 0.409
C 2.159 2.742 -0.524
C 1.617 2.651 1.888
H 1.777 2.923 -1.539
H 2.597 1.740 -0.472
H 2.943 3.479 -0.311
H 0.827 2.764 2.636
H 2.410 3.386 2.084
H 2.024 1.642 1.968
C 0.722 -2.885 1.112
C 0.690 -4.230 0.403
C 0.238 -3.055 2.536
C 2.103 -2.270 1.070
H 2.400 -2.114 0.026
H 2.811 -2.963 1.541
H 2.103 -1.323 1.617
H -0.787 -3.445 2.532
H 0.253 -2.096 3.054
H 0.897 -3.763 3.051
O -0.387 -4.102 -0.575
H 0.434 -5.080 1.049
H 1.608 -4.466 -0.150
O -0.688 4.101 -0.469
H 1.104 5.053 -0.045
H 0.083 4.659 1.377
C -2.052 2.335 -1.357
C -1.920 -2.489 -1.450
C -1.394 -1.261 -2.094
H -2.819 -2.276 -0.841
H -2.119 -3.309 -2.136
C -1.417 -0.064 -1.332
C -1.478 1.152 -2.059
H -2.074 -0.113 -0.009
C -0.885 1.205 -3.318
C -0.487 0.001 -3.924
C -0.610 2.524 -3.969
C -0.789 -1.240 -3.349
H 0.008 0.033 -4.886
C -0.430 -2.530 -4.022
H 0.061 -2.317 -4.977
H -1.316 -3.151 -4.215
H 0.261 -3.127 -3.406
H -1.520 3.132 -4.063
H -0.195 2.353 -4.968
H 0.124 3.115 -3.396
H -2.370 3.135 -2.022
H -2.880 2.048 -0.681
C 1.770 0.668 5.069
S 0.262 0.461 4.101
O -0.496 -0.574 4.798
O -0.347 1.795 4.072
O 0.765 0.025 2.755
H 1.499 1.054 6.057
H 2.430 1.375 4.558
H 2.263 -0.305 5.166
*
```

Output
highest occupied orbital energy (alpha / beta): -2.841 / -2.305 eV
LUMO (alpha / beta): 2.7 / 2.7 eV
orbital gap (alpha / beta): 5.5 / 5.0 eV

Quick look at the natural (NBO) charges, all values in e:
1 Cr 0.88
2 Cl -0.60
3 N -0.59
4 N -0.58
5 C 0.64
6 C 0.63
7 C 0.06
8 C -0.08
9 C -0.60
10 C -0.63
11 H 0.21
12 H 0.22
13 H 0.20
14 H 0.27
15 H 0.18
16 H 0.24
17 C 0.06
18 C -0.07
19 C -0.62
20 C -0.62
21 H 0.20
22 H 0.20
23 H 0.26
24 H 0.21
25 H 0.28
26 H 0.19
27 O -0.49
28 H 0.19
29 H 0.18
30 O -0.49
31 H 0.19
32 H 0.20
33 C -0.49
34 C -0.50
35 C -0.03
36 H 0.25
37 H 0.23
38 C -0.22
39 C -0.10
40 H 0.13
41 C 0.00
42 C -0.32
43 C -0.63
44 C -0.03
45 H 0.19
46 C -0.63
47 H 0.21
48 H 0.20
49 H 0.21
50 H 0.21
51 H 0.21
52 H 0.21
53 H 0.23
54 H 0.26
55 C -0.88
56 S 2.41
57 O -1.00
58 O -1.01
59 O -1.08
60 H 0.22
61 H 0.21
62 H 0.22


[2]
Below is C21H31FeN5O4S2 as an isolated structure in a non-equilibrium geometry, with properties calculated with ωB97M-V/def2-TZVPD.

Structure (ORCA input):
```
! RIJCOSX wB97M-V def2-TZVPD def2/J DEFGRID3
* xyz 1 6
Fe 0.774 0.110 0.315
C 1.762 -2.902 -0.293
C 1.411 -2.722 1.146
O 0.189 -2.020 1.314
C -0.922 -2.879 1.140
C -2.029 -2.213 0.398
O -1.750 -1.860 -0.959
C -1.739 -2.900 -1.968
C -1.311 -2.334 -3.264
O -0.161 -1.532 -3.107
C 1.053 -2.223 -3.179
C 2.031 -1.560 -2.265
O 1.877 -1.630 -0.887
H 1.041 -3.563 -0.764
H 2.772 -3.381 -0.287
H 2.154 -2.143 1.682
H 1.444 -3.724 1.672
H -1.364 -3.142 2.112
H -0.641 -3.858 0.625
H -2.288 -1.267 0.866
H -2.917 -2.869 0.410
H -2.720 -3.367 -2.014
H -1.033 -3.708 -1.710
H -2.083 -1.659 -3.668
H -1.126 -3.119 -4.021
H 1.418 -2.192 -4.211
H 0.919 -3.274 -2.905
H 2.120 -0.522 -2.522
H 3.069 -1.975 -2.529
S 2.488 0.399 2.042
C 1.467 0.582 3.374
C 2.114 0.332 4.574
C 1.387 0.570 5.718
C 1.993 0.416 7.051
N 2.541 0.383 8.056
C 0.018 1.082 5.684
C -0.615 1.370 4.493
C 0.103 1.033 3.310
S -0.721 1.280 1.874
C -0.618 1.361 6.945
N -1.259 1.612 7.849
H 3.136 -0.031 4.556
H -1.599 1.770 4.464
C -0.829 4.281 -0.714
N -0.017 3.122 -1.040
C 1.289 3.128 -0.345
C -0.387 2.029 -1.743
N -0.024 0.834 -1.365
N -1.220 2.327 -2.765
C -0.924 3.446 -3.604
C -2.166 1.306 -3.240
H -0.895 4.396 0.358
H -1.782 4.144 -1.151
H -0.398 5.131 -1.165
H 1.654 4.170 -0.397
H 1.976 2.477 -0.819
H 1.183 2.831 0.697
H -0.197 0.161 -2.127
H -0.072 4.001 -3.314
H -1.744 4.175 -3.720
H -0.678 3.095 -4.628
H -1.688 0.727 -4.040
H -3.073 1.834 -3.625
H -2.391 0.652 -2.372
*
```

Output
highest occupied orbital energy (alpha / beta): -10.852 / -11.199 eV
LUMO (alpha / beta): -2.7 / -5.4 eV
ΔE to the lowest compared entry with this formula, charge and spin: 0.000 eV
orbital gap (alpha / beta): 8.2 / 5.8 eV

Quick look at the natural (NBO) charges, all values in e:
1 Fe 1.38
2 C -0.11
3 C -0.11
4 O -0.58
5 C -0.10
6 C -0.09
7 O -0.56
8 C -0.09
9 C -0.08
10 O -0.56
11 C -0.10
12 C -0.08
13 O -0.59
14 H 0.18
15 H 0.21
16 H 0.23
17 H 0.21
18 H 0.21
19 H 0.18
20 H 0.21
21 H 0.19
22 H 0.20
23 H 0.16
24 H 0.20
25 H 0.20
26 H 0.20
27 H 0.18
28 H 0.21
29 H 0.19
30 S -0.21
31 C -0.20
32 C -0.18
33 C -0.07
34 C 0.24
35 N -0.23
36 C -0.12
37 C -0.17
38 C -0.12
39 S -0.07
40 C 0.25
41 N -0.23
42 H 0.26
43 H 0.25
44 C -0.40
45 N -0.42
46 C -0.42
47 C 0.67
48 N -1.01
49 N -0.43
50 C -0.42
51 C -0.42
52 H 0.21
53 H 0.22
54 H 0.20
55 H 0.22
56 H 0.21
57 H 0.20
58 H 0.42
59 H 0.22
60 H 0.21
61 H 0.20
62 H 0.20
63 H 0.23
64 H 0.23


[3]
Below is C21H31IrO4 as an isolated structure in a non-equilibrium geometry, with properties calculated with ωB97M-V/def2-TZVPD.

Structure (ORCA input):
```
! RIJCOSX wB97M-V def2-TZVPD def2/J DEFGRID3
* xyz 0 5
O 5.788 -4.004 -1.742
C 5.968 -5.223 -0.929
C 7.372 -5.489 -1.434
H 5.248 -6.008 -1.167
H 5.948 -5.003 0.141
C 7.136 -4.195 -2.255
H 7.480 -6.392 -2.033
H 8.145 -5.359 -0.679
C 7.166 -4.369 -3.760
H 6.496 -5.167 -4.096
H 8.189 -4.583 -4.095
H 6.848 -3.427 -4.229
C 8.078 -3.085 -1.838
H 8.085 -2.933 -0.747
H 7.780 -2.139 -2.312
H 9.101 -3.322 -2.155
Ir -0.202 0.541 -0.070
C 0.001 2.029 1.621
C -0.716 0.912 2.134
C 0.087 -0.259 1.989
H -1.713 0.960 2.555
C 1.324 0.119 1.350
C 1.252 1.546 1.107
H 2.028 2.143 0.648
H -0.384 3.043 1.593
H -0.141 -1.249 2.362
H 2.115 -0.555 1.047
C -1.213 1.643 -1.734
C 0.165 2.008 -1.572
C 0.971 0.835 -1.844
H 0.540 2.988 -1.297
C 0.079 -0.269 -2.064
C -1.268 0.237 -2.034
H -2.178 -0.336 -2.198
H -2.068 2.295 -1.567
H 2.060 0.778 -1.838
H 0.390 -1.305 -2.201
O 2.119 -2.912 -1.408
C 3.287 -2.136 -0.997
C 4.002 -2.884 0.162
H 2.977 -1.124 -0.641
H 3.930 -1.972 -1.894
C 3.271 -4.243 0.135
H 3.802 -2.394 1.126
H 5.078 -2.956 0.023
C 1.861 -3.760 -0.233
H 3.385 -4.821 1.053
H 3.693 -4.824 -0.704
H 1.423 -3.188 0.622
H 1.142 -4.527 -0.527
C -3.710 -1.540 0.889
O -2.546 -0.696 1.009
C -1.490 -1.036 0.256
O -1.333 -2.163 -0.188
H -4.259 -1.406 1.824
H -3.369 -2.576 0.758
H -4.308 -1.187 0.041
*
```

Output
highest occupied orbital energy (alpha / beta): -4.740 / -8.628 eV
LUMO (alpha / beta): 0.6 / -1.9 eV
ΔE to the lowest compared entry with this formula, charge and spin: 2.251 eV
orbital gap (alpha / beta): 5.3 / 6.7 eV

Quick look at the natural (NBO) charges, all values in e:
1 O -0.55
2 C -0.07
3 C -0.47
4 H 0.19
5 H 0.18
6 C 0.27
7 H 0.21
8 H 0.21
9 C -0.63
10 H 0.22
11 H 0.21
12 H 0.22
13 C -0.63
14 H 0.21
15 H 0.21
16 H 0.21
17 Ir 0.93
18 C -0.34
19 C -0.28
20 C -0.23
21 H 0.25
22 C -0.33
23 C -0.32
24 H 0.24
25 H 0.24
26 H 0.24
27 H 0.25
28 C -0.30
29 C -0.33
30 C -0.33
31 H 0.24
32 C -0.26
33 C -0.29
34 H 0.25
35 H 0.25
36 H 0.24
37 H 0.29
38 O -0.54
39 C -0.08
40 C -0.44
41 H 0.15
42 H 0.20
43 C -0.43
44 H 0.19
45 H 0.24
46 C -0.07
47 H 0.21
48 H 0.21
49 H 0.16
50 H 0.20
51 C -0.29
52 O -0.57
53 C 0.51
54 O -0.66
55 H 0.19
56 H 0.21
57 H 0.18